C55H37F6HfN7P as an isolated structure. Source: the OMol25 dataset; level of theory: the ωB97M-V functional and the def2-TZVPD basis.

```
107
Properties=species:S:1:pos:R:3:mulliken_spin:R:1
Hf 0.175 -0.065 0.258 -0.034
C -2.875 -7.169 -0.789 0.011
C -1.641 -7.058 -0.161 -0.003
C -1.074 -5.810 0.037 0.021
C -1.756 -4.661 -0.370 0.004
C -3.004 -4.779 -0.986 0.009
C -3.553 -6.032 -1.205 -0.005
C -1.176 -3.322 -0.138 0.019
C -1.950 -2.430 0.602 -0.002
C -3.145 -2.726 1.319 0.022
C -3.573 -1.573 1.919 0.027
C -2.653 -0.549 1.559 0.113
N -1.663 -1.079 0.817 0.029
C -2.693 0.889 1.924 -0.028
C -1.524 1.621 2.267 0.026
C -1.440 2.733 3.178 -0.016
C -0.135 3.110 3.247 0.049
C 0.604 2.258 2.360 -0.086
C 1.966 2.399 2.019 -0.044
C 2.696 3.543 2.637 0.088
C 3.626 3.337 3.649 0.037
C 4.296 4.421 4.199 -0.003
C 4.046 5.703 3.732 0.008
C 3.121 5.909 2.717 -0.002
C 2.440 4.831 2.171 0.032
C 2.716 1.587 1.118 -0.019
N 2.252 0.477 0.480 0.088
C 3.272 -0.049 -0.277 0.047
C 3.203 -1.239 -1.016 0.000
C 4.408 -1.611 -1.810 0.032
C 4.422 -1.351 -3.177 0.018
C 5.538 -1.690 -3.928 0.000
C 6.630 -2.293 -3.318 0.002
C 6.611 -2.555 -1.956 0.001
C 5.501 -2.213 -1.196 0.019
C 2.110 -2.148 -1.071 -0.005
C 2.104 -3.401 -1.733 0.069
C 0.885 -3.987 -1.484 -0.052
C 0.152 -3.099 -0.658 0.103
N 0.909 -1.984 -0.428 0.034
C 4.424 0.788 -0.113 -0.044
C 4.085 1.788 0.750 0.046
N -0.265 1.340 1.827 0.087
C -3.943 1.628 1.904 0.100
C -5.212 1.069 2.162 0.062
C -6.350 1.844 2.112 -0.033
C -6.273 3.190 1.765 0.084
C -5.046 3.755 1.450 -0.032
C -3.900 2.987 1.514 0.063
H -3.309 -8.146 -0.959 0.000
H -1.118 -7.946 0.169 0.000
H -0.115 -5.721 0.534 0.003
H -3.524 -3.889 -1.320 -0.001
H -4.509 -6.120 -1.705 0.000
H -3.593 -3.703 1.406 -0.002
H -4.402 -1.490 2.598 0.002
H -2.270 3.140 3.734 0.002
H 0.289 3.894 3.853 0.007
H 3.824 2.335 4.013 0.002
H 5.014 4.265 4.992 0.000
H 4.574 6.546 4.159 0.000
H 2.930 6.909 2.350 0.000
H 1.719 4.985 1.377 0.001
H 3.568 -0.882 -3.651 -0.001
H 5.554 -1.484 -4.990 0.000
H 7.498 -2.558 -3.908 0.000
H 7.462 -3.027 -1.483 0.000
H 5.484 -2.417 -0.132 0.000
H 2.914 -3.804 -2.320 0.003
H 0.538 -4.936 -1.857 -0.001
H 5.376 0.629 -0.596 0.004
H 4.709 2.594 1.101 0.006
H -5.323 0.035 2.434 0.008
H -7.309 1.399 2.340 0.000
H -7.174 3.788 1.716 0.002
H -4.983 4.787 1.131 0.000
H -2.966 3.422 1.188 0.001
C 2.539 -1.604 4.124 0.002
C 1.904 -0.843 3.169 0.007
N 0.878 -1.290 2.416 0.007
C 0.493 -2.545 2.648 -0.003
C 1.059 -3.390 3.597 0.000
C 2.124 -2.911 4.335 -0.001
C 0.525 -4.761 3.743 0.000
C -0.736 -5.126 3.977 0.000
C -1.900 -4.281 4.302 0.001
C -3.165 -4.853 4.376 0.001
C -4.226 -4.014 4.676 -0.001
N -4.060 -2.714 4.915 0.000
C -2.805 -2.282 4.866 0.004
N -1.722 -2.978 4.559 0.001
H 3.349 -1.172 4.695 0.000
H 2.219 0.175 3.008 0.001
H -0.342 -2.917 2.087 0.005
H 2.607 -3.532 5.080 0.000
H 1.252 -5.559 3.624 0.000
H -0.946 -6.190 3.964 0.000
H -3.318 -5.909 4.198 0.000
H -5.239 -4.396 4.731 0.000
H -2.651 -1.231 5.096 -0.003
F -1.563 1.025 -0.883 -0.001
P -0.609 1.648 -2.145 0.000
F -1.597 1.065 -3.189 0.000
F 0.135 0.079 -1.982 0.001
F 0.488 2.061 -3.161 0.000
F 0.434 1.977 -0.853 -0.001
F -1.277 3.042 -2.006 0.000
```

charge: +2
multiplicity: 2
E_HOMO (spin up / spin down): -12.580 / -13.190 eV
frontier orbital gap (spin up / spin down): 5.4 / 5.1 eV
E_LUMO (spin up / spin down): -7.147 / -8.135 eV

C6H9Br as an isolated structure in a non-equilibrium geometry. Source: the OMol25 dataset; level of theory: the ωB97M-V functional and the def2-TZVPD basis.

```
16
Properties=species:S:1:pos:R:3:lowdin_charge:R:1
C -0.057 -0.147 0.501 -0.047
C 0.466 -1.328 0.612 -0.175
C -0.497 1.220 0.557 -0.512
C -1.532 0.773 -0.403 -0.600
C 0.086 -2.622 -0.094 -0.102
C 0.445 2.298 0.078 -0.044
Br -3.180 0.042 0.087 0.679
H 1.234 -1.358 1.355 0.094
H -0.828 1.383 1.491 0.098
H -1.001 0.665 -1.406 0.099
H -0.197 -3.498 0.525 0.066
H 0.993 -2.824 -0.785 0.091
H -0.820 -2.376 -0.847 0.110
H 0.689 2.044 -0.937 0.072
H 1.331 2.356 0.580 0.036
H -0.018 3.385 0.234 0.135
```

charge: 0
multiplicity: 1
E_HOMO: -7.761 eV
frontier orbital gap: 8.7 eV
E_LUMO: 0.889 eV

What did we get for molar mass? Answer: 1119.40 161.04 g mol⁻¹, in the order shown.
What did we get for ΔE to the lowest compared entry with this formula, charge and spin? Answer: 25.8 364.1 kJ/mol, in the order shown.